A structure of composition C27H36FN3OOs in a non-equilibrium geometry. Source: the Open Molecules 2025 dataset; level of theory: wB97M-V/def2-TZVPD.

XYZ file:
```
69
Properties=species:S:1:pos:R:3:lowdin_charge:R:1
Os 0.5919 0.0059 -0.6427 1.559
C 3.6129 0.7617 0.7071 -0.043
C 2.8310 -0.2986 1.5012 -0.356
C 2.6246 -1.5736 0.6787 -0.041
C 1.5990 0.3339 2.1375 -0.127
C 1.8442 1.1876 3.2047 -0.005
C 0.8201 1.8885 3.8209 0.015
C -0.4955 1.7734 3.3847 0.007
C -0.8251 0.9405 2.3381 -0.121
C -2.2674 0.8267 1.9061 -0.363
C -3.1504 0.3121 3.0444 -0.028
C -2.7757 2.1796 1.4026 -0.035
C 0.2356 0.1997 1.7250 -0.216
N -0.1389 -0.7993 0.7446 -0.184
C -0.6493 -2.0520 1.0915 -0.205
C -0.7030 -2.4771 2.4225 0.009
C -1.2137 -3.7239 2.7335 -0.033
C -1.6755 -4.5567 1.7191 -0.018
C -1.6243 -4.1436 0.3940 0.033
C -1.1105 -2.8985 0.1057 -0.202
F -1.0606 -2.4766 -1.1817 0.043
H 4.5181 0.3243 0.2884 0.097
H 3.9036 1.5950 1.3439 0.091
H 3.0175 1.1642 -0.1080 0.042
H 3.4765 -0.5935 2.3336 0.152
H 2.1001 -1.4357 -0.2978 0.025
H 2.0708 -2.3501 1.2011 0.095
H 3.5949 -1.9713 0.3818 0.112
H 2.8592 1.3023 3.5604 0.134
H 1.0484 2.5384 4.6542 0.130
H -1.2711 2.3375 3.8816 0.129
H -2.3335 0.1071 1.0849 0.108
H -3.1540 1.0045 3.8847 0.089
H -2.8154 -0.6590 3.4071 0.079
H -4.1767 0.2079 2.6980 0.095
H -2.7740 2.9169 2.2048 0.096
H -3.7992 2.0859 1.0429 0.097
H -2.1570 2.5699 0.5994 0.052
H -0.3334 -1.8297 3.2056 0.132
H -1.2486 -4.0483 3.7628 0.124
H -2.0740 -5.5315 1.9579 0.127
H -1.9754 -4.7694 -0.4136 0.137
N 0.4719 3.0787 -1.2796 0.173
C -0.7524 2.5308 -1.4221 -0.359
C -1.8719 3.3360 -1.7198 0.004
C -3.0991 2.7633 -1.8842 -0.017
C -3.2410 1.3714 -1.7708 -0.032
C -2.1374 0.6319 -1.4706 -0.110
N -0.9100 1.1967 -1.2552 -0.071
H 0.5503 4.0726 -1.4256 0.126
H 1.2946 2.5462 -1.5167 0.080
H -1.7292 4.4013 -1.8382 0.135
H -3.9544 3.3804 -2.1227 0.136
H -4.1909 0.8849 -1.9280 0.129
H -2.1681 -0.4497 -1.3867 0.110
C 1.1311 0.2394 -4.5457 -0.011
C 1.8241 -0.5961 -3.4881 -0.601
C 3.3371 -0.4853 -3.5532 -0.008
C 1.3411 -2.0330 -3.4721 -0.020
O 1.4349 0.0174 -2.1752 -0.364
H 1.3670 -0.1659 -5.5280 0.109
H 1.4752 1.2716 -4.5162 0.094
H 0.0501 0.2106 -4.4182 0.090
H 3.6803 -0.9029 -4.4972 0.109
H 3.8075 -1.0439 -2.7456 0.090
H 3.6574 0.5540 -3.5041 0.097
H 1.6373 -2.5139 -4.4033 0.111
H 0.2582 -2.0797 -3.3936 0.081
H 1.7902 -2.5920 -2.6506 0.090
```

Values from the calculation:
DFT total energy: -1479.9041 Eh
maximum force: 0.0401 hartree/bohr
total charge: +2



A structure of composition C27H36FN3SSbTi in a non-equilibrium geometry. Source: the Open Molecules 2025 dataset; level of theory: wB97M-V/def2-TZVPD.

XYZ file:
```
70
Properties=species:S:1:pos:R:3:mulliken_spin:R:1
Ti 0.3702 0.4385 0.8425 1.005
C -0.9100 3.8959 -0.6239 -0.001
C -1.7317 3.0827 0.3827 0.007
C -3.1420 3.6645 0.5014 -0.002
C -1.0675 3.0247 1.7450 0.003
C -0.7177 4.1671 2.4505 0.011
C -0.0802 4.0707 3.6783 -0.007
C 0.2905 2.8323 4.1848 0.019
C -0.0436 1.6561 3.5230 -0.011
C 0.3709 0.3041 4.0937 -0.030
C 1.2166 -0.5369 3.1155 0.020
C -0.8319 -0.5124 4.5845 0.003
C -0.8104 1.7681 2.3389 0.010
N -1.2063 0.6144 1.6610 -0.046
C -2.4304 0.0250 1.5941 0.001
C -3.5982 0.3596 2.2897 -0.012
C -4.7410 -0.3940 2.0845 0.005
C -4.7489 -1.4827 1.2229 -0.011
C -3.5882 -1.8620 0.5513 0.007
C -2.4726 -1.0947 0.7514 0.002
F -1.2204 -1.3590 0.1459 0.014
H -1.4804 4.0016 -1.5431 0.000
H 0.0306 3.3877 -0.8637 0.001
H -0.6885 4.8952 -0.2579 0.000
H -1.8091 2.0472 -0.0248 -0.007
H -3.1022 4.6802 0.8824 0.000
H -3.7490 3.0686 1.1771 0.000
H -3.6215 3.6866 -0.4734 0.000
H -0.9457 5.1353 2.0359 0.000
H 0.1611 4.9660 4.2292 0.000
H 0.8353 2.7802 5.1163 0.000
H 1.0072 0.5001 4.9665 0.004
H 0.6350 -0.8021 2.1845 0.017
H 1.4670 -1.4889 3.5924 0.006
H 2.1600 -0.0244 2.8733 -0.015
H -1.5005 -0.7924 3.7712 -0.002
H -1.4043 0.0568 5.3114 0.000
H -0.4787 -1.4183 5.0731 0.000
H -3.5895 1.1870 2.9843 0.000
H -5.6416 -0.1266 2.6145 0.000
H -5.6582 -2.0450 1.0811 0.000
H -3.5533 -2.7241 -0.0941 0.000
N 3.7859 -3.3643 -3.8962 0.000
C 2.5426 -2.8740 -3.8903 0.000
S 1.3785 -3.3292 -4.9696 -0.001
C 2.1211 -1.9889 -2.8058 -0.002
C 2.5979 -2.1581 -1.4944 -0.001
C 2.0940 -1.3736 -0.4850 0.016
N 1.1762 -0.4116 -0.6934 0.010
C 0.7082 -0.2401 -1.9489 0.014
C 1.1417 -1.0016 -3.0067 -0.001
H 4.0490 -4.0280 -4.6081 0.000
H 4.5052 -3.0300 -3.2766 0.000
H 3.3280 -2.9184 -1.2677 0.000
H 2.4498 -1.4932 0.5408 -0.005
H -0.0352 0.5521 -2.0780 -0.005
H 0.7393 -0.8538 -3.9962 0.000
C 2.7863 4.0760 1.7614 0.000
Sb 2.3808 2.3236 0.6071 -0.024
C 4.2767 1.3515 0.9252 0.006
C 2.8536 3.1275 -1.3333 0.002
H 3.7426 4.4556 1.4127 -0.001
H 2.8541 3.8220 2.8148 0.000
H 2.0150 4.8254 1.6144 0.000
H 5.0278 2.1344 0.9871 0.000
H 4.5074 0.7065 0.0799 0.000
H 4.3029 0.7706 1.8460 0.000
H 3.8834 3.4664 -1.2999 -0.001
H 2.2165 3.9768 -1.5653 0.000
H 2.7478 2.3709 -2.1061 0.000
```

Values from the calculation:
DFT total energy: -2801.9470 Eh
multiplicity: 2
expectation value of S²: 0.76
maximum force: 0.0623 hartree/bohr
total charge: +2



A structure of composition C27H36FN4O2SbSe4SiTi in a non-equilibrium geometry. Source: the Open Molecules 2025 dataset; level of theory: wB97M-V/def2-TZVPD.

XYZ file:
```
77
Properties=species:S:1:pos:R:3:lowdin_charge:R:1
Ti 0.1100 -0.4843 0.0763 0.644
C 3.3885 -1.4023 1.0954 -0.075
N 2.5959 -0.2046 0.7717 -0.206
C 3.2835 0.5088 -0.3151 -0.069
C 2.4621 0.6183 1.9719 -0.195
C 3.5861 1.1868 2.5476 -0.058
C 3.5135 1.9607 3.6974 -0.128
C 2.2629 2.1593 4.2708 -0.117
C 1.1295 1.6030 3.7130 -0.029
C 1.1814 0.7978 2.5491 -0.227
N 0.0753 0.2539 1.9706 -0.059
C -1.1617 0.3151 2.6635 -0.302
C -1.3872 -0.4921 3.7720 -0.030
C -2.6439 -0.5711 4.3504 -0.091
C -3.6893 0.1763 3.8327 -0.126
C -3.4660 1.0075 2.7453 -0.030
C -2.2157 1.0785 2.1439 -0.256
N -1.9671 1.8672 0.9783 -0.213
C -1.4659 3.1851 1.3104 -0.090
C -3.0206 1.8813 -0.0375 -0.096
H 4.4170 -1.1171 1.3511 0.083
H 3.4100 -2.0624 0.2285 0.086
H 2.9370 -1.9286 1.9296 0.092
H 4.3556 0.6205 -0.1047 0.081
H 2.8639 1.4976 -0.4532 0.077
H 3.1725 -0.0624 -1.2396 0.097
H 4.5515 1.0212 2.0820 0.099
H 4.4074 2.3882 4.1335 0.080
H 2.1658 2.7654 5.1652 0.091
H 0.1628 1.7775 4.1668 0.106
H -0.5725 -1.1150 4.1223 0.121
H -2.8185 -1.2524 5.1739 0.096
H -4.6875 0.0755 4.2350 0.078
H -4.2954 1.5569 2.3163 0.113
H -1.1598 3.7021 0.3972 0.074
H -2.2196 3.8072 1.8243 0.084
H -0.5915 3.0977 1.9580 0.076
H -3.4234 2.8928 -0.1736 0.079
H -3.8438 1.2151 0.2123 0.040
H -2.6289 1.5313 -0.9969 0.069
C 1.0822 -1.8628 -4.1422 -0.179
Si -0.4467 -1.3740 -3.1214 0.419
C -1.1816 -3.0290 -2.6737 -0.228
C -1.7627 -0.5419 -4.1958 -0.161
N 0.1303 -0.1595 -1.9561 -0.168
C 0.5208 1.0618 -2.4414 -0.318
C 0.7007 1.4429 -3.7924 -0.058
C 1.0778 2.7279 -4.1549 -0.110
C 1.3021 3.7191 -3.2099 -0.124
C 1.1466 3.3906 -1.8668 -0.036
C 0.7760 2.1120 -1.5464 -0.235
F 0.6614 1.7920 -0.2139 -0.010
H 0.7857 -2.2578 -5.1193 0.022
H 1.6008 -2.6593 -3.6014 0.019
H 1.7936 -1.0518 -4.3077 0.009
H -1.0566 -3.6442 -3.5754 0.039
H -2.2442 -2.9571 -2.4437 -0.005
H -0.7008 -3.5315 -1.8394 -0.002
H -1.6347 -0.8021 -5.2519 0.025
H -1.7632 0.5458 -4.1192 0.019
H -2.7440 -0.8983 -3.8732 0.016
H 0.5326 0.7151 -4.5712 0.078
H 1.1959 2.9547 -5.2084 0.093
H 1.5898 4.7201 -3.5020 0.085
H 1.3099 4.1043 -1.0691 0.117
C 1.6880 -4.4765 -0.4800 -0.089
O 1.3031 -3.1090 -0.5893 -0.201
C 0.8306 -2.4728 0.5664 -0.577
O 0.8960 -3.0378 1.6293 -0.018
H 2.7478 -4.5713 -0.7325 0.076
H 1.0942 -5.0583 -1.1869 0.082
H 1.5176 -4.8408 0.5313 0.080
Se -5.2793 -1.2110 -1.3428 -0.241
Sb -4.6200 -2.6957 0.4343 -0.278
Se -5.9358 -2.4479 2.4069 -0.232
Se -3.7873 -4.9011 0.0297 -0.253
Se -1.9001 -1.5505 0.0949 0.376
```

Values from the calculation:
DFT total energy: -12504.9659 Eh
maximum force: 0.0325 hartree/bohr
energy above the lowest of the compared OMol25 structures with the same formula, charge and spin: 92.45 kJ/mol
total charge: -2



A structure of composition C27H36FO15S3Zn in a non-equilibrium geometry. Source: the Open Molecules 2025 dataset; level of theory: wB97M-V/def2-TZVPD.

XYZ file:
```
83
Properties=species:S:1:pos:R:3:lowdin_charge:R:1
Zn 0.9808 -19.8573 22.3568 0.937
F 2.1654 -19.3162 20.8506 -0.442
O -0.7238 -19.9393 20.9627 -0.320
S -1.4229 -19.2842 19.9182 0.706
O -2.4254 -19.9834 19.0487 -0.274
O -2.1076 -17.8814 20.5067 -0.314
C -2.8330 -16.9850 19.5363 -0.174
C -3.8958 -16.1240 20.3798 -0.035
C -0.1400 -18.4688 18.8613 -0.071
H -3.4123 -17.5737 18.8250 0.109
H -2.0738 -16.4112 19.0049 0.104
H -3.3664 -15.3367 20.9165 0.047
H -4.3328 -16.6772 21.2112 0.082
H -4.5972 -15.5901 19.7385 0.082
H 0.3094 -17.5656 19.2740 0.057
H -0.5662 -18.3066 17.8713 0.085
H 0.5451 -19.3155 18.9070 0.028
O 1.3772 -21.8681 21.8017 -0.353
S 1.6368 -23.2828 21.6841 0.737
O 0.8823 -24.3291 22.3097 -0.236
O 1.7811 -23.6032 20.0204 -0.233
C 1.3418 -22.6622 19.0402 -0.276
C -0.1727 -22.6814 18.8251 -0.041
C 3.4955 -23.5321 22.1209 -0.038
H 1.9497 -22.9973 18.1998 0.119
H 1.6688 -21.6304 19.1695 0.076
H -0.7099 -22.6158 19.7712 0.070
H -0.4398 -23.6780 18.4736 0.092
H -0.5481 -21.8465 18.2333 0.074
H 4.1392 -22.8179 21.6074 0.040
H 3.7735 -24.5671 21.9219 0.077
H 3.5534 -23.3018 23.1847 0.064
O 0.2643 -18.0222 22.7531 -0.333
S 0.6712 -16.6220 22.7985 0.719
O 1.6551 -16.1433 23.8007 -0.259
O 1.2933 -16.3606 21.3071 -0.312
C 1.7728 -15.0056 21.0130 -0.210
C 1.5375 -14.7277 19.5556 -0.038
C -0.7506 -15.5137 22.7660 -0.072
H 2.8044 -15.1845 21.3163 0.116
H 1.1951 -14.3215 21.6345 0.110
H 1.7797 -13.6874 19.3385 0.098
H 0.4956 -14.8796 19.2737 0.076
H 2.1043 -15.3652 18.8769 0.080
H -0.5623 -14.4835 23.0684 0.093
H -1.3665 -15.9111 23.5727 0.087
H -1.1611 -15.6584 21.7667 0.060
C 7.6734 -21.1810 19.3101 0.030
C 6.9246 -21.9592 18.4990 0.034
C 5.4792 -22.0645 18.5340 -0.374
O 4.7542 -22.7103 17.7865 0.117
C 4.8684 -21.1980 19.5807 -0.010
C 5.5871 -20.4068 20.4188 0.063
C 7.1388 -20.3854 20.4016 -0.353
O 7.7919 -19.6258 21.0711 0.128
H 8.7432 -21.0848 19.1968 0.128
H 7.4511 -22.4758 17.7102 0.125
H 3.7918 -21.2755 19.6176 0.081
H 5.0182 -19.9022 21.1856 0.087
C 4.9431 -17.8557 23.1225 0.013
C 4.6181 -17.3803 21.9235 -0.009
C 5.5573 -16.7445 20.9923 -0.372
O 5.1891 -16.2024 19.9502 0.095
C 6.8970 -16.6168 21.5274 0.018
C 7.2332 -17.1442 22.7128 0.021
C 6.3111 -17.8391 23.6131 -0.400
O 6.6183 -18.3610 24.6607 0.134
H 4.1730 -18.1471 23.8213 0.120
H 3.5665 -17.3276 21.6830 0.081
H 7.7381 -16.1581 21.0288 0.130
H 8.2230 -17.0124 23.1242 0.131
C 3.4791 -18.1948 17.4775 0.072
C 2.9133 -19.4575 17.3590 0.001
C 2.7945 -20.2598 16.1665 -0.382
O 2.2574 -21.3412 16.0294 0.116
C 3.3610 -19.5609 14.9484 0.024
C 3.7571 -18.2872 14.9295 0.022
C 3.8778 -17.5004 16.2074 -0.360
O 4.3690 -16.3756 16.2108 0.097
H 3.6453 -17.6653 18.4040 0.099
H 2.6503 -19.8383 18.3348 0.062
H 3.4153 -20.1571 14.0495 0.120
H 4.1007 -17.8280 14.0143 0.120
```

Values from the calculation:
DFT total energy: -5252.3450 Eh
maximum force: 0.1358 hartree/bohr
total charge: +1